[1]
{
  "formula": "C2H3ClF2O",
  "method": "the ωB97M-V functional and the def2-TZVPD basis",
  "symbols": ["Cl", "F", "F", "O", "C", "C", "H", "H", "H"],
  "xyz": [[-1.31561, -1.41995, -0.22558], [0.97794, -0.10607, -0.98014], [0.58341, -0.40606, 1.21645], [1.29724, 1.96808, -0.10700], [-0.00220, -0.13733, 0.13733], [-0.25363, 1.46510, 0.31229], [-1.14975, 1.66467, -0.40323], [-0.45855, 1.64862, 1.55286], [1.07850, 1.72370, -1.28326]],
  "atomic_forces_ev_per_a": [[1.5, 1.8, 0.2], [-2.4, -2.5, 1.5], [2.0, -2.4, 2.3], [-6.0, -0.8, -4.1], [0.0, 3.2, -3.3], [0.8, -1.2, 0.5], [1.9, 0.8, 1.3], [0.6, -0.2, -4.0], [1.6, 1.4, 5.5]],
  "mulliken_charge": [-0.158, -0.303, -0.155, -0.538, 0.676, -0.490, 0.284, 0.300, 0.383],
  "gap_ev": 11.300,
  "lumo_ev": 0.5,
  "homo_energy_ev": -10.7873,
  "fmax_ha_per_bohr": 0.1425,
  "molar_mass_g_mol": 116.49,
  "relative_energy_kcal_mol": 89.2
}

=====

[2]
{
  "formula": "C36H26FNO13S",
  "method": "the ωB97M-V functional and the def2-TZVPD basis",
  "symbols": ["S", "F", "O", "O", "O", "O", "O", "O", "O", "O", "O", "O", "O", "O", "O", "N", "C", "C", "C", "C", "C", "C", "C", "C", "C", "C", "C", "C", "C", "C", "C", "C", "C", "C", "C", "C", "C", "C", "C", "C", "C", "C", "C", "C", "C", "C", "C", "C", "C", "C", "C", "C", "H", "H", "H", "H", "H", "H", "H", "H", "H", "H", "H", "H", "H", "H", "H", "H", "H", "H", "H", "H", "H", "H", "H", "H", "H", "H"],
  "xyz": [[-2.70178, 3.64390, -2.28055], [3.40227, 0.36327, 1.67636], [-0.99104, 2.31046, 0.60376], [2.84938, -4.06751, -3.42411], [1.14384, -0.63827, 5.80642], [-1.68091, -3.77666, -1.30439], [-5.40810, -2.33265, 0.16218], [-1.84337, 2.84401, 2.68303], [-5.31057, 1.49760, -3.49643], [-1.74423, 3.27330, 7.91049], [-4.76627, -6.79745, -4.37494], [0.35390, 3.15197, 2.17680], [9.20593, 1.95522, -0.91872], [4.14126, 3.51592, -1.00552], [0.00620, -0.06127, -1.44020], [-0.88254, 4.42508, -0.32219], [0.65995, -0.98063, -1.89512], [2.19791, -3.15021, -2.96852], [0.48103, 0.25796, 6.28929], [2.04586, 0.84611, 1.71108], [-1.08218, 2.37791, 7.42831], [-0.78235, 2.33628, 5.97836], [1.69164, -2.06188, -3.83776], [6.31769, 3.78822, -1.85694], [8.04663, 2.31135, -0.93655], [-1.91275, -4.97545, -3.31580], [0.97840, -1.05446, -3.33929], [5.75979, 2.06730, -0.08455], [-5.38885, -1.45370, -0.67604], [-2.68682, -5.73567, -4.08736], [-4.53673, -5.60026, -2.36302], [-0.05782, 1.35222, 5.45128], [-4.48534, -0.28976, -0.54555], [-6.24047, -0.54572, -2.78906], [-2.38976, -4.46919, -2.00772], [-0.96125, 2.75825, 1.92416], [-0.08319, 3.17400, -0.09852], [1.07593, 3.19503, 0.94369], [-4.45890, 0.67185, -1.46556], [-5.33417, 0.61943, -2.65751], [-6.26626, -1.50806, -1.86907], [7.59020, 3.39780, -1.83474], [-0.54279, 1.28238, 8.26833], [1.94385, 1.92141, 0.56980], [-3.76266, -4.83994, -1.59073], [5.30444, 3.15421, -0.98346], [1.87885, -3.07495, -1.52475], [1.16560, -2.06754, -1.02707], [-4.05982, -6.10637, -3.67084], [7.03272, 1.67704, -0.06267], [0.18194, 0.29818, 7.73978], [-1.77360, 4.23964, -1.11369], [-0.90735, -4.69411, -3.60451], [8.34470, 3.85039, -2.46567], [5.96708, 4.57975, -2.50740], [0.60089, -0.25051, -3.95909], [2.25535, -3.87839, -0.90452], [-3.85147, -0.26720, 0.33206], [0.16985, 1.30662, 4.39377], [-1.18237, 3.14354, 5.37746], [-6.92149, -2.36670, -1.94835], [0.58314, -0.51026, 8.33803], [-0.77081, 1.32878, 9.32577], [-5.54180, -5.88158, -2.07483], [-2.35413, -6.11472, -5.04552], [1.82341, 4.02566, 0.89095], [1.91680, 1.30006, 2.72529], [1.49445, 1.38584, -0.32442], [-4.09645, -4.46093, -0.63232], [0.92289, -1.99652, 0.02541], [-3.80092, 1.52748, -1.38629], [2.99297, 2.23798, 0.28665], [7.38318, 0.88558, 0.58775], [5.00684, 1.61294, 0.54749], [-6.87300, -0.56830, -3.66766], [1.93376, -2.13354, -4.89074], [1.39665, -0.04422, 1.56084], [0.18713, 2.86269, -1.13432]],
  "atomic_forces_ev_per_a": [[0.6, 1.3, 1.3], [-1.0, 0.1, 0.1], [-0.2, 0.2, 0.4], [-0.1, 0.1, 0.0], [-0.1, 0.1, 0.0], [0.0, 0.0, -0.1], [0.0, 0.0, -0.1], [-0.7, -0.5, 0.6], [0.0, -0.1, 0.1], [0.1, -0.1, 0.0], [0.1, 0.1, 0.1], [-0.6, -0.1, -0.1], [-0.1, 0.0, 0.0], [0.3, 0.0, 0.0], [0.1, 0.0, 0.0], [0.4, 0.2, 0.4], [-0.2, 0.0, 0.1], [0.1, -0.2, 0.0], [0.1, -0.2, -0.1], [1.0, 0.7, -0.1], [-0.1, 0.2, 0.1], [0.0, 0.0, -0.2], [-0.1, 0.2, -0.1], [0.1, 0.0, -0.1], [0.2, -0.1, 0.0], [0.0, -0.1, -0.1], [0.0, 0.0, -0.2], [0.0, -0.1, 0.1], [0.0, -0.1, 0.1], [0.2, 0.1, 0.0], [0.0, 0.1, 0.1], [-0.1, 0.1, 0.0], [0.1, 0.1, 0.0], [-0.1, -0.2, 0.0], [0.1, 0.1, 0.1], [2.5, 0.3, -1.7], [-0.1, 0.6, 0.3], [0.8, -0.4, -1.9], [0.1, -0.1, 0.2], [0.0, 0.2, -0.1], [-0.1, 0.0, -0.2], [-0.1, 0.1, -0.1], [0.1, -0.2, 0.0], [-0.2, -1.3, 0.3], [-0.1, -0.1, 0.1], [-0.1, 0.1, 0.0], [0.0, 0.1, 0.2], [0.1, -0.1, 0.0], [-0.2, -0.1, -0.1], [-0.2, 0.0, 0.1], [-0.1, 0.1, 0.2], [-0.5, -1.2, -1.8], [0.0, 0.0, 0.0], [0.0, 0.0, 0.0], [0.0, 0.0, 0.0], [0.0, 0.0, 0.0], [0.0, 0.0, 0.0], [0.0, 0.0, 0.0], [0.0, 0.0, 0.0], [0.0, 0.0, 0.0], [0.0, 0.0, 0.0], [0.0, 0.0, 0.0], [0.0, 0.0, 0.0], [0.0, 0.0, 0.0], [0.0, 0.0, 0.0], [-1.4, -0.2, 0.4], [0.0, -0.5, -0.9], [0.6, 0.8, 1.0], [0.0, 0.0, 0.0], [-0.1, 0.0, 0.0], [-0.1, -0.1, 0.0], [-1.5, -0.3, 0.5], [0.0, 0.0, 0.0], [0.0, 0.0, 0.0], [0.0, 0.0, 0.0], [0.0, 0.0, 0.0], [0.3, 0.8, 0.2], [-0.1, -0.6, 1.2]],
  "mulliken_charge": [-0.290, -0.375, -0.048, -0.582, -0.546, -0.479, -0.585, -0.456, -0.549, -0.535, -0.551, -0.379, -0.537, -0.554, -0.534, -0.754, 0.584, 0.315, 0.250, 0.034, 0.133, -0.109, -0.433, -0.467, 0.279, -0.268, -0.477, -0.236, 0.378, -0.413, -0.399, 0.062, -0.644, -0.450, 0.370, 0.469, -0.163, 0.348, 0.474, 0.497, -0.342, -0.415, -0.402, 1.434, -0.347, 0.661, -0.436, -0.264, 0.291, -0.506, -0.402, 0.594, 0.427, 0.403, 0.413, 0.478, 0.455, 0.505, 0.210, 0.491, 0.447, 0.410, 0.410, 0.453, 0.429, 0.369, 0.093, -0.437, 0.490, 0.494, -0.202, -1.007, 0.455, 0.434, 0.422, 0.433, 0.099, 0.582],
  "gap_ev": 7.964,
  "lumo_ev": -1.9,
  "homo_energy_ev": -9.8182,
  "fmax_ha_per_bohr": 0.0590,
  "molar_mass_g_mol": 731.66,
  "smiles": "O=C1O[C@@H](CCF)[C@H](N=C=S)O1.O=C1C=CC(=O)C=C1.O=C1C=CC(=O)C=C1.O=C1C=CC(=O)C=C1.O=C1C=CC(=O)C=C1.O=C1C=CC(=O)C=C1"
}